# 1
12 unconnected molecules or ions with the total composition C19H43N7O32S4 at a distorted geometry, computed with ωB97M-V/def2-TZVPD.

Its electronic energy is -139668.0401 eV. The structure (SMILES) is C[N+](=O)[O-].C[N+](=O)[O-].C[N+](=O)[O-].C[N+](=O)[O-].C[N+](=O)[O-].C[N+](=O)[O-].C[N+](=O)[O-].O=S1(=O)OCCO1.O=S1(=O)OCCO1.O=S1(=O)OCCO1.O=S1(=O)OCCO1.O=C1CCCO1. Its molar mass is 1009.8 g mol⁻¹. The value obtained for the HOMO energy is -0.3674 Ha. The maximum force is 2.87 eV/Å.

Structure (ORCA input):
```
! wB97M-V def2-TZVPD RIJCOSX def2/J DEFGRID3
* xyz 0 1
C -15.518 -14.479 7.670
N -16.028 -13.099 7.402
O -16.457 -12.808 6.315
O -15.989 -12.333 8.349
H -14.549 -14.452 7.175
H -16.255 -15.132 7.208
H -15.441 -14.615 8.739
C -14.580 -8.139 5.048
N -15.514 -9.149 4.528
O -15.895 -9.075 3.382
O -15.955 -9.985 5.288
H -14.689 -8.078 6.122
H -14.760 -7.195 4.539
H -13.595 -8.426 4.675
C -19.145 -15.640 0.567
N -20.082 -15.330 -0.543
O -21.209 -14.965 -0.280
O -19.741 -15.568 -1.678
H -19.085 -16.724 0.631
H -19.591 -15.246 1.474
H -18.196 -15.155 0.370
C -19.557 -11.321 1.471
N -19.685 -11.821 0.068
O -18.981 -12.739 -0.291
O -20.499 -11.272 -0.621
H -18.507 -11.432 1.719
H -20.076 -12.105 2.021
H -19.948 -10.324 1.608
C -18.582 -9.971 6.356
N -19.008 -10.118 4.947
O -19.440 -9.115 4.414
O -18.865 -11.174 4.395
H -18.178 -8.963 6.449
H -17.849 -10.693 6.689
H -19.463 -9.848 6.988
C -13.136 -12.669 -2.494
N -12.190 -13.756 -2.195
O -11.210 -13.865 -2.903
O -12.357 -14.380 -1.160
H -12.788 -11.825 -1.903
H -14.146 -12.921 -2.180
H -13.148 -12.497 -3.565
C -12.261 -14.664 4.880
N -13.070 -13.728 4.053
O -13.275 -14.066 2.901
O -13.260 -12.615 4.486
H -11.253 -14.752 4.487
H -12.704 -15.657 4.922
H -12.232 -14.301 5.904
O -17.999 -13.893 2.753
C -17.030 -13.340 2.307
O -16.318 -13.868 1.293
C -15.270 -12.971 0.846
C -15.370 -11.744 1.782
C -16.459 -12.063 2.825
H -15.515 -12.671 -0.172
H -14.316 -13.482 0.903
H -15.619 -10.903 1.138
H -14.420 -11.598 2.288
H -17.218 -11.294 2.698
H -16.101 -12.093 3.849
C -16.559 -17.172 1.728
C -15.776 -16.858 0.413
O -16.481 -17.539 -0.654
S -17.111 -18.873 -0.034
O -16.071 -19.820 0.262
O -18.298 -19.260 -0.732
O -17.555 -18.091 1.297
H -17.112 -16.324 2.131
H -15.908 -17.524 2.527
H -14.811 -17.364 0.437
H -15.707 -15.822 0.110
C -18.534 -15.579 5.699
C -19.833 -14.799 5.329
O -20.463 -14.460 6.561
S -19.684 -15.118 7.870
O -20.172 -16.419 8.203
O -19.595 -14.117 8.887
O -18.279 -15.266 7.038
H -17.723 -15.388 5.000
H -18.709 -16.661 5.630
H -20.539 -15.376 4.742
H -19.444 -13.881 4.891
C -11.804 -10.029 -1.331
C -10.615 -9.225 -0.718
O -11.112 -8.630 0.482
S -12.700 -8.959 0.753
O -13.521 -7.908 0.223
O -12.891 -9.484 2.068
O -12.695 -10.190 -0.269
H -11.444 -10.973 -1.725
H -12.202 -9.357 -2.093
H -10.254 -8.431 -1.370
H -9.771 -9.843 -0.409
C -17.017 -8.689 0.718
C -17.264 -7.557 -0.277
O -16.574 -8.020 -1.434
S -16.574 -9.627 -1.559
O -15.208 -10.041 -1.630
O -17.534 -10.028 -2.533
O -17.152 -9.867 -0.067
H -17.723 -8.779 1.544
H -16.017 -8.689 1.165
H -16.913 -6.585 0.052
H -18.327 -7.540 -0.535
*
```

***

# 2
A molecular structure, C19H43OP3RhSe at a distorted geometry, computed with ωB97M-V/def2-TZVPD.

Its electronic energy is -118639.9277 eV. Its molar mass is 562.3 g mol⁻¹. The value obtained for the HOMO energy (alpha / beta) is -0.6049 / -0.6215 Ha. The maximum force is 2.15 eV/Å. For the energy above the lowest of the compared OMol25 structures with the same formula, charge and spin, the calculation gives 0.0 kcal per mole.

Structure (ORCA input):
```
! wB97M-V def2-TZVPD RIJCOSX def2/J DEFGRID3
* xyz 3 5
Rh -0.622 1.008 0.248
P 1.586 0.335 0.061
P -0.646 0.262 2.401
P 0.039 3.226 0.429
H -0.973 -0.978 -3.443
C -0.979 -0.914 -2.351
C -1.038 0.537 -1.910
H -0.348 1.191 -2.465
C 1.847 -1.450 -0.286
C 2.785 0.462 1.469
C 2.547 1.146 -1.283
C -2.329 0.159 3.103
C -0.081 -1.473 2.573
C 0.252 1.278 3.639
C 0.099 3.913 -1.260
C 1.656 3.670 1.171
C -1.047 4.350 1.393
H -1.833 -1.478 -1.951
H -2.055 0.947 -2.011
H 1.161 -1.834 -1.041
H 1.683 -2.050 0.613
H 2.872 -1.610 -0.644
H 2.527 -0.229 2.280
H 2.850 1.474 1.880
H 3.786 0.186 1.102
H 1.965 1.172 -2.209
H 3.462 0.565 -1.460
H 2.838 2.171 -1.032
H -2.320 -0.524 3.962
H -3.016 -0.226 2.342
H -2.675 1.147 3.425
H -0.632 -1.942 3.402
H 0.992 -1.538 2.796
H -0.302 -2.047 1.661
H -0.010 0.923 4.644
H -0.040 2.333 3.561
H 1.338 1.197 3.522
H 0.224 5.002 -1.205
H -0.838 3.679 -1.777
H 0.941 3.480 -1.816
H 1.693 4.766 1.254
H 2.494 3.337 0.548
H 1.749 3.255 2.183
H -0.548 5.323 1.490
H -1.228 3.940 2.395
H -2.011 4.480 0.880
C -4.453 1.990 -0.762
C -4.488 1.667 -2.133
C -5.708 1.684 -2.836
C -6.903 2.022 -2.191
C -6.870 2.384 -0.833
C -5.664 2.369 -0.132
Se -2.915 2.043 0.450
H -0.081 -1.359 -1.923
H -3.579 1.393 -2.663
H -5.723 1.432 -3.901
H -7.855 2.002 -2.727
H -7.784 2.679 -0.314
H -5.647 2.640 0.926
C -1.516 -5.812 -1.424
C -1.245 -4.326 -1.276
O -0.506 -3.937 -0.120
H -0.584 -6.389 -1.438
H -2.039 -5.987 -2.369
H -2.155 -6.173 -0.611
H -0.682 -3.933 -2.128
H -2.182 -3.760 -1.234
H -0.391 -4.737 0.416
*
```

***

# 3
A molecular structure, C19H43OP3RuS at a distorted geometry, computed with ωB97M-V/def2-TZVPD.

Its electronic energy is -63687.4065 eV. Its molar mass is 513.6 g mol⁻¹. The value obtained for the HOMO energy (alpha / beta) is -0.7491 / -0.7913 Ha. The maximum force is 3.59 eV/Å. For the energy above the lowest of the compared OMol25 structures with the same formula, charge and spin, the calculation gives 0.0 kcal per mole.

Structure (ORCA input):
```
! wB97M-V def2-TZVPD RIJCOSX def2/J DEFGRID3
* xyz 4 5
Ru 0.320 0.647 0.389
P 2.320 0.205 1.520
P 1.359 0.105 -1.594
P -0.862 -0.208 2.205
H -4.443 -3.672 -3.983
C -5.125 -3.196 -3.267
C -5.468 -1.904 -3.363
H -4.977 -1.208 -4.064
C 2.916 -1.539 1.600
C 3.834 1.066 0.919
C 2.457 0.765 3.269
C 0.447 0.006 -3.179
C 2.372 1.578 -1.981
C 2.448 -1.352 -1.855
C -2.663 -0.608 2.195
C -0.911 1.250 3.308
C -0.222 -1.597 3.214
H -5.535 -3.817 -2.461
H -6.310 -1.520 -2.783
H 3.891 -1.565 2.108
H 3.038 -1.960 0.596
H 2.211 -2.166 2.156
H 4.630 0.945 1.667
H 3.637 2.138 0.796
H 4.193 0.654 -0.028
H 3.507 0.682 3.580
H 1.856 0.166 3.959
H 2.166 1.821 3.349
H 1.152 -0.021 -4.020
H -0.219 0.870 -3.295
H -0.152 -0.908 -3.210
H 3.450 1.392 -1.842
H 2.072 2.428 -1.353
H 2.207 1.844 -3.032
H 2.564 -1.517 -2.937
H 1.973 -2.249 -1.436
H 3.446 -1.220 -1.416
H -2.947 -0.919 3.209
H -2.923 -1.415 1.506
H -3.248 0.274 1.912
H -1.697 1.092 4.059
H -1.156 2.142 2.720
H 0.045 1.404 3.812
H -1.022 -1.900 3.901
H 0.658 -1.337 3.811
H 0.016 -2.451 2.568
C -2.125 -0.864 -1.384
C -1.894 -2.107 -0.767
C -1.766 -3.253 -1.543
C -1.916 -3.170 -2.926
C -2.395 -1.981 -3.507
C -2.539 -0.842 -2.735
S -1.829 0.643 -0.611
H 0.128 -0.844 -0.147
H -1.658 -2.115 0.297
H -1.554 -4.203 -1.051
H -1.704 -4.054 -3.536
H -2.712 -1.959 -4.550
H -2.895 0.118 -3.117
C 1.048 5.479 1.386
C 1.298 4.021 1.729
O 0.804 3.130 0.679
H 1.445 5.743 0.399
H 1.541 6.108 2.133
H -0.025 5.710 1.415
H 2.369 3.794 1.859
H 0.802 3.747 2.674
H 0.271 3.679 0.071
*
```

***

Q: Number 1 is which compound?
A: C19H43N7O32S4

***

Q: Look up the electronic energy of the third one.
A: -63687.4065 eV

***

Q: Which formula does entry 1 have?
A: C19H43N7O32S4

***

Repeat the second record exactly.
A molecular structure, C19H43OP3RhSe at a distorted geometry, computed with ωB97M-V/def2-TZVPD.

Its electronic energy is -118639.9277 eV. Its molar mass is 562.3 g mol⁻¹. The value obtained for the HOMO energy (alpha / beta) is -0.6049 / -0.6215 Ha. The maximum force is 2.15 eV/Å. For the energy above the lowest of the compared OMol25 structures with the same formula, charge and spin, the calculation gives 0.0 kcal per mole.

Structure (ORCA input):
```
! wB97M-V def2-TZVPD RIJCOSX def2/J DEFGRID3
* xyz 3 5
Rh -0.622 1.008 0.248
P 1.586 0.335 0.061
P -0.646 0.262 2.401
P 0.039 3.226 0.429
H -0.973 -0.978 -3.443
C -0.979 -0.914 -2.351
C -1.038 0.537 -1.910
H -0.348 1.191 -2.465
C 1.847 -1.450 -0.286
C 2.785 0.462 1.469
C 2.547 1.146 -1.283
C -2.329 0.159 3.103
C -0.081 -1.473 2.573
C 0.252 1.278 3.639
C 0.099 3.913 -1.260
C 1.656 3.670 1.171
C -1.047 4.350 1.393
H -1.833 -1.478 -1.951
H -2.055 0.947 -2.011
H 1.161 -1.834 -1.041
H 1.683 -2.050 0.613
H 2.872 -1.610 -0.644
H 2.527 -0.229 2.280
H 2.850 1.474 1.880
H 3.786 0.186 1.102
H 1.965 1.172 -2.209
H 3.462 0.565 -1.460
H 2.838 2.171 -1.032
H -2.320 -0.524 3.962
H -3.016 -0.226 2.342
H -2.675 1.147 3.425
H -0.632 -1.942 3.402
H 0.992 -1.538 2.796
H -0.302 -2.047 1.661
H -0.010 0.923 4.644
H -0.040 2.333 3.561
H 1.338 1.197 3.522
H 0.224 5.002 -1.205
H -0.838 3.679 -1.777
H 0.941 3.480 -1.816
H 1.693 4.766 1.254
H 2.494 3.337 0.548
H 1.749 3.255 2.183
H -0.548 5.323 1.490
H -1.228 3.940 2.395
H -2.011 4.480 0.880
C -4.453 1.990 -0.762
C -4.488 1.667 -2.133
C -5.708 1.684 -2.836
C -6.903 2.022 -2.191
C -6.870 2.384 -0.833
C -5.664 2.369 -0.132
Se -2.915 2.043 0.450
H -0.081 -1.359 -1.923
H -3.579 1.393 -2.663
H -5.723 1.432 -3.901
H -7.855 2.002 -2.727
H -7.784 2.679 -0.314
H -5.647 2.640 0.926
C -1.516 -5.812 -1.424
C -1.245 -4.326 -1.276
O -0.506 -3.937 -0.120
H -0.584 -6.389 -1.438
H -2.039 -5.987 -2.369
H -2.155 -6.173 -0.611
H -0.682 -3.933 -2.128
H -2.182 -3.760 -1.234
H -0.391 -4.737 0.416
*
```